A 2-piece molecular cluster, C6H12O overall. Source: OMol25; level of theory: ωB97M-V/def2-TZVPD.

Structure (XYZ):
```
19
Properties=species:S:1:pos:R:3:forces:R:3
C 2.99492 0.92709 0.34175 -0.01 -0.14 0.06
C 2.71617 -0.32600 0.68791 0.09 0.17 0.01
O 0.62234 -0.92534 -1.27360 0.12 0.18 0.04
C -0.78293 -0.82279 -1.24064 -0.40 -0.01 -0.07
C -1.34335 -0.55437 0.13467 0.09 -0.13 0.00
C -2.69944 0.07806 0.24030 -0.21 -0.03 -0.04
C -1.47702 0.86272 0.62504 0.11 0.16 0.05
H 3.69672 1.15407 -0.45728 -0.10 -0.05 0.11
H 0.99778 -0.12816 -0.87302 0.00 -0.18 -0.06
H 2.53654 1.77507 0.84490 0.06 -0.13 -0.04
H 2.00840 -0.55869 1.48016 0.12 0.07 -0.09
H 3.16325 -1.17458 0.17670 -0.05 0.15 0.07
H -1.14381 -0.03966 -1.93043 0.06 -0.10 0.10
H -1.15754 -1.78125 -1.61517 0.01 0.12 0.04
H -1.08824 -1.30457 0.88125 -0.05 0.12 -0.11
H -3.19744 0.34542 -0.68911 0.10 -0.04 0.15
H -3.37210 -0.25634 1.02425 0.14 0.05 -0.11
H -1.16319 1.66680 -0.03766 -0.04 -0.16 0.08
H -1.31109 1.06253 1.67998 -0.01 -0.05 -0.18
```
Positions in Å, forces in eV/Å.

Calculated values
net charge = 0
ΔE to the lowest compared entry with this formula, charge and spin = 51.3 kcal/mol
frontier orbital gap = 0.4073 hartree
HOMO energy = -9.988 eV
E = -310.97746 Eh
structure (SMILES) = OCC1CC1.C=C

=====

An isolated molecule of C6H12O. Source: OMol25; level of theory: ωB97M-V/def2-TZVPD.

Structure (XYZ):
```
19
Properties=species:S:1:pos:R:3:forces:R:3
C 1.66866 -0.79780 0.25023 0.19 0.22 -0.17
C 1.13735 0.54521 0.60028 0.89 -1.14 -0.32
O 1.49775 1.12552 1.75080 0.50 0.37 1.09
C 0.37172 1.31604 -0.34048 -0.80 -0.27 0.26
C -1.00687 0.82257 0.16173 -1.14 0.33 -1.90
C -1.38427 -0.65623 0.13928 0.07 -0.04 0.42
C -1.56995 -0.82228 -1.35348 0.59 -1.54 0.26
H 2.62051 -0.67384 -0.28827 0.04 -0.19 0.02
H 0.98441 -1.31930 -0.43215 0.21 0.06 0.16
H 1.85353 -1.42687 1.12988 -0.06 0.06 -0.10
H 1.83364 0.45645 2.36647 -0.10 0.24 -0.19
H 0.45079 2.39402 -0.19154 0.00 -0.10 -0.08
H 0.53559 1.04744 -1.39005 0.06 0.08 0.20
H -1.33762 1.39449 1.03550 -0.11 -0.10 -0.28
H -1.68568 0.80382 -0.91957 0.12 1.33 1.09
H -2.36415 -0.71932 0.62633 0.11 -0.02 -0.09
H -0.72645 -1.34229 0.70569 -0.15 0.07 -0.36
H -2.21015 -1.63883 -1.70264 -0.13 0.37 -0.03
H -0.63860 -0.78105 -1.93238 -0.31 0.26 0.04
```
Positions in Å, forces in eV/Å.

Calculated values
net charge = 0
ΔE to the lowest compared entry with this formula, charge and spin = 132.6 kcal/mol
frontier orbital gap (alpha / beta) = 0.2212 / 0.3078 hartree
HOMO energy (alpha / beta) = -5.851 / -7.681 eV
E = -310.84797 Eh

=====

An isolated molecule of C6H12O. Source: OMol25; level of theory: ωB97M-V/def2-TZVPD.

Structure (XYZ):
```
19
Properties=species:S:1:pos:R:3:forces:R:3
O 0.20322 -2.57514 -3.07591 -1.03 1.98 2.27
C -0.25080 -1.83729 -2.19201 2.77 -0.48 -0.51
C 0.71894 -0.94073 -1.20951 0.87 -4.38 -1.44
C 0.10672 0.12337 -0.38807 -0.21 2.51 2.82
C 1.12179 1.30672 0.04423 1.01 -0.24 -1.93
C -0.67203 -0.26806 0.94939 3.36 -0.91 2.38
C -1.14652 0.91995 1.83641 2.66 0.70 1.24
H -1.31769 -1.77891 -2.01868 -0.69 0.08 0.10
H 1.11814 -1.75636 -0.45687 -0.50 1.30 -1.45
H 1.59638 -0.77228 -1.94806 -1.33 0.51 1.58
H -0.69936 0.64436 -0.82291 -0.73 0.70 -1.77
H 0.59343 2.25391 0.19486 -0.10 -0.35 0.19
H 1.87510 1.58061 -0.81510 -1.37 -0.85 1.46
H 1.72656 1.09746 0.94753 -0.41 -0.16 -0.46
H -1.47943 -0.98093 0.97224 -0.44 -0.25 -1.17
H 0.11199 -0.84528 1.59803 -1.07 0.82 -0.97
H -0.39737 1.40767 2.60646 -0.57 -1.49 -1.55
H -1.91089 0.62086 2.52626 -0.98 0.03 -0.26
H -1.29820 1.80005 1.25172 -1.23 0.47 -0.53
```
Positions in Å, forces in eV/Å.

Calculated values
net charge = 0
ΔE to the lowest compared entry with this formula, charge and spin = 53.2 kcal/mol
frontier orbital gap = 0.3928 hartree
HOMO energy = -9.737 eV
E = -310.97442 Eh
structure (SMILES) = CC[C@@H](C)CC=O

=====

A 2-piece molecular cluster, C6H12O overall. Source: OMol25; level of theory: ωB97M-V/def2-TZVPD.

Structure (XYZ):
```
19
Properties=species:S:1:pos:R:3:forces:R:3
C 1.70403 -1.03948 1.29791 1.73 1.16 -2.74
C 0.51550 -0.35176 0.64603 -0.11 0.54 0.58
C 0.39624 0.42213 -0.42962 1.24 -0.19 0.15
C 1.34041 0.94666 -1.46221 1.08 -0.96 -1.51
C -1.96380 -0.54498 1.37653 4.24 -0.13 -1.27
C -0.61143 -0.48901 1.59740 -3.06 0.71 -2.86
H 2.10009 -0.48368 2.16701 -0.26 -0.20 -0.42
H 2.56701 -1.21050 0.52148 -1.56 0.08 1.65
H 1.22618 -1.92588 1.60710 0.43 -1.60 0.63
H -0.53511 0.86917 -0.62134 -1.15 0.23 0.38
H 2.36318 0.34917 -1.61112 -2.25 1.49 0.39
H 1.49347 2.03216 -1.27259 0.37 -0.69 -0.04
H 0.73718 0.93462 -2.44118 1.20 -0.19 1.09
H -2.46125 -0.64283 0.44220 0.16 -0.09 -0.95
H -2.58396 -0.60716 2.16598 -1.98 0.00 2.80
H -0.25148 -0.34266 2.55209 0.30 -0.15 2.40
H -1.77163 0.89131 -2.88429 -0.22 -0.50 -0.04
H -2.12322 0.89214 -1.44489 -0.31 -0.29 0.16
O -2.14142 0.30060 -2.20650 0.14 0.78 -0.39
```
Positions in Å, forces in eV/Å.

Calculated values
net charge = 0
ΔE to the lowest compared entry with this formula, charge and spin = 62.1 kcal/mol
frontier orbital gap = 0.3413 hartree
HOMO energy = -8.565 eV
E = -310.96037 Eh
structure (SMILES) = C=C/C(C)=C/C.O

=====

C6H12O as an isolated structure. Source: OMol25; level of theory: ωB97M-V/def2-TZVPD.

Structure (XYZ):
```
19
Properties=species:S:1:pos:R:3:forces:R:3
C 1.61141 1.20663 0.04214 0.01 0.05 -0.02
C 0.77356 -0.05905 0.19176 -0.01 -0.02 0.05
C 1.48300 -1.28437 -0.38325 0.03 -0.05 -0.03
C -0.59578 0.13469 -0.45750 0.03 -0.08 -0.01
C -1.63291 -0.80234 -0.13013 0.04 -0.29 -0.08
C -1.51614 1.19358 0.19376 -0.03 0.32 -0.16
O -2.42853 0.30864 1.14306 0.07 -0.10 0.26
H 1.04573 2.06633 0.41395 0.11 -0.11 -0.06
H 2.55411 1.12922 0.59543 -0.14 0.00 -0.08
H 1.85703 1.38480 -1.01348 -0.04 -0.04 0.13
H 0.59678 -0.22594 1.26581 0.02 0.02 -0.11
H 2.44554 -1.45673 0.11148 -0.15 0.03 -0.07
H 1.67848 -1.14729 -1.45458 -0.02 -0.01 0.14
H 0.88069 -2.19504 -0.27086 0.08 0.13 -0.01
H -0.52237 0.35677 -1.52775 -0.05 -0.03 0.14
H -2.47665 -0.92472 -0.80074 0.12 0.07 0.10
H -1.48856 -1.61709 0.58070 -0.01 0.16 -0.11
H -2.27184 1.56627 -0.50617 0.10 -0.04 0.06
H -1.99355 0.36561 2.00638 -0.14 -0.01 -0.15
```
Positions in Å, forces in eV/Å.

Calculated values
net charge = 0
ΔE to the lowest compared entry with this formula, charge and spin = 122.3 kcal/mol
frontier orbital gap = 0.2733 hartree
HOMO energy = -6.910 eV
E = -310.86440 Eh

=====

A 2-piece molecular cluster, C6H12O overall. Source: OMol25; level of theory: ωB97M-V/def2-TZVPD.

Structure (XYZ):
```
19
Properties=species:S:1:pos:R:3:forces:R:3
C 0.65639 1.41224 -1.69025 0.08 -0.22 -0.62
C 0.52763 0.82181 -0.31415 0.20 0.38 1.05
C 0.47026 1.61400 0.78075 -1.13 -0.15 -1.31
C 0.75941 -1.28411 1.01122 0.29 0.37 -0.28
C 0.50386 -0.65250 -0.13531 -0.50 -0.15 -0.98
C 0.32929 -1.53083 -1.36443 -0.04 -0.36 0.43
H 1.65995 1.71610 -1.98392 0.12 0.18 0.20
H -0.04484 2.23810 -1.81361 0.31 0.20 0.20
H 0.34859 0.70760 -2.46086 0.08 -0.18 0.10
H -0.26102 1.28323 1.51146 0.98 -0.01 0.95
H 0.76805 2.65560 0.72248 -0.45 0.04 0.03
H 1.04551 -2.32303 0.92474 -0.57 -0.26 0.51
H 0.85343 -0.75951 1.94813 0.41 -0.03 0.08
H -0.37471 -1.16954 -2.10845 -0.11 0.17 0.12
H -0.03362 -2.49410 -1.00690 -0.01 -0.05 -0.23
H 1.26962 -1.71579 -1.86884 0.31 0.10 -0.21
H -3.35927 -0.10399 3.18870 -0.03 0.02 -0.08
H -2.09198 -0.32243 2.37456 -0.16 -0.01 -0.13
O -3.02655 -0.09285 2.28469 0.23 -0.03 0.17
```
Positions in Å, forces in eV/Å.

Calculated values
net charge = 0
ΔE to the lowest compared entry with this formula, charge and spin = 52.8 kcal/mol
frontier orbital gap = 0.3286 hartree
HOMO energy = -8.365 eV
E = -310.97507 Eh
structure (SMILES) = C=C(C)C(=C)C.O

=====

An isolated molecule of C6H12O. Source: OMol25; level of theory: ωB97M-V/def2-TZVPD.

Structure (XYZ):
```
19
Properties=species:S:1:pos:R:3:forces:R:3
C -1.80361 -1.73360 -0.67633 0.11 0.10 0.16
C -1.04409 -0.48952 -0.19323 0.36 -0.01 -0.25
O -1.55557 0.04574 1.02164 -0.15 0.32 0.11
C 0.39916 -0.67386 0.22755 0.13 0.28 0.21
C 1.61038 -0.21672 -0.46760 0.39 -0.06 -0.33
C 1.13769 0.65505 0.66016 0.34 -0.10 -0.20
C 0.78749 2.09809 0.25534 -0.09 -0.15 -0.03
H -1.39310 -2.09128 -1.63245 -0.01 0.17 0.28
H -2.86147 -1.49386 -0.84799 0.27 0.05 0.11
H -1.76262 -2.55869 0.04351 0.07 0.20 -0.01
H -1.11043 0.25460 -1.00528 0.03 -0.01 0.15
H -0.69745 0.41623 1.35430 -1.62 -0.08 0.34
H 0.48068 -1.50608 0.93400 0.22 0.32 -0.14
H 1.46361 0.23530 -1.44218 0.19 -0.14 -0.09
H 2.52616 -0.76810 -0.31602 0.07 -0.10 -0.26
H 1.72698 0.61342 1.57778 -0.17 -0.22 -0.23
H -0.03550 2.15460 -0.46395 0.09 -0.11 0.08
H 1.67247 2.53312 -0.23268 -0.23 -0.08 0.13
H 0.52869 2.76138 1.09128 0.00 -0.38 -0.05
```
Positions in Å, forces in eV/Å.

Calculated values
net charge = 0
ΔE to the lowest compared entry with this formula, charge and spin = 39.1 kcal/mol
frontier orbital gap = 0.4010 hartree
HOMO energy = -9.826 eV
E = -310.99694 Eh
structure (SMILES) = C[C@@H]1C[C@@H]1[C@@H](C)O

=====

A 2-piece molecular cluster, C6H12O overall. Source: OMol25; level of theory: ωB97M-V/def2-TZVPD.

Structure (XYZ):
```
19
Properties=species:S:1:pos:R:3:forces:R:3
C -1.19151 -1.52902 -0.49702 0.03 -0.07 -0.01
C -1.55141 -0.06215 -0.22948 -0.08 0.05 -0.03
C -1.02449 0.50496 1.06456 -0.01 0.20 0.07
C -0.67061 1.77442 1.24268 -0.05 -0.18 -0.01
O 1.68420 1.78243 -0.71068 0.07 -0.49 -0.21
C 1.67420 0.60770 -0.99070 0.07 0.29 0.11
C 2.16046 -0.47320 -0.05722 0.04 -0.03 0.02
H -1.91011 -1.98233 -1.18692 0.13 0.06 0.07
H -0.19713 -1.64655 -0.94076 -0.15 0.06 0.12
H -1.20741 -2.11614 0.42878 -0.04 0.09 -0.12
H -1.23168 0.57151 -1.06764 -0.08 -0.07 0.14
H -0.99908 -0.18143 1.91393 -0.02 0.09 -0.11
H -2.64516 0.01980 -0.19223 0.09 -0.03 -0.02
H -0.35554 2.15203 2.21143 -0.02 -0.10 -0.13
H -0.67550 2.48599 0.41962 0.01 -0.13 0.12
H 1.29129 0.27341 -1.97985 0.02 0.06 0.10
H 1.56106 -0.44283 0.85970 0.08 0.02 -0.15
H 2.08837 -1.46751 -0.50635 0.03 0.17 0.06
H 3.20006 -0.27108 0.21813 -0.12 0.01 -0.03
```
Positions in Å, forces in eV/Å.

Calculated values
net charge = 0
ΔE to the lowest compared entry with this formula, charge and spin = 34.5 kcal/mol
frontier orbital gap = 0.3888 hartree
HOMO energy = -9.478 eV
E = -311.00431 Eh
structure (SMILES) = C=CCC.CC=O